a.
A cluster of 2 separate species, C4H12N2S in total. Source: OMol25; level of theory: wB97M-V/def2-TZVPD.

Structure (XYZ):
```
19
C4H12N2S wB97M-V/def2-TZVPD
C -2.2452 0.0997 -1.2722
C -1.0368 -1.6452 0.0598
C 2.0819 0.6559 -0.5724
C -1.1040 -0.9242 -1.0552
N 1.0596 2.2188 1.1875
N 1.1744 -0.4427 1.7173
S 0.6879 0.7858 0.5732
H -2.1385 0.6488 -2.1743
H -3.2409 -0.4100 -1.1555
H -2.1689 0.8916 -0.5046
H -0.3227 -2.3936 0.3488
H -1.9303 -1.5631 0.7702
H 1.4234 -0.2801 2.6821
H 2.0668 -0.2591 -0.9567
H 2.0612 1.4258 -1.3902
H 3.0980 0.7842 -0.0344
H -0.3080 -1.0512 -1.8018
H 0.3118 2.6032 1.8115
H 0.5302 -1.1446 1.7669
```

Properties
HOMO energy: -7.91 eV

b.
The molecule C4H12N2S. Source: OMol25; level of theory: wB97M-V/def2-TZVPD.

Structure (XYZ):
```
19
C4H12N2S wB97M-V/def2-TZVPD
C -1.2692 -1.4335 -1.5081
C -0.4795 -0.4823 -0.5757
C 0.1576 0.6640 -1.3535
S 0.1589 2.2225 -0.3810
N 0.5953 -1.2144 0.1402
C 0.3181 -1.5605 1.5221
N 0.2390 -0.3910 2.3989
H -1.0672 -2.4918 -1.3481
H -2.3422 -1.2825 -1.4127
H -1.0437 -1.2977 -2.5665
H -1.2155 -0.1316 0.1373
H 1.1947 0.4798 -1.6124
H -0.3665 0.8633 -2.2469
H 1.4674 2.3374 -0.2384
H 0.9540 -1.9438 -0.4541
H -0.6274 -2.1066 1.6289
H 1.1717 -2.1381 1.8763
H -0.1858 0.4063 1.9462
H 1.1997 -0.1111 2.5736
```

Properties
SMILES string: C[C@H](CS)NCN
HOMO energy: -8.74 eV

c.
A cluster of 2 separate species, C4H12N2S in total. Source: OMol25; level of theory: wB97M-V/def2-TZVPD.

Structure (XYZ):
```
19
C4H12N2S wB97M-V/def2-TZVPD
C -0.1268 -0.9744 -0.2511
N 0.6140 0.2735 -0.5907
C 2.0413 0.1285 -0.2847
N 2.8056 1.3198 -0.5902
C -1.6336 -0.7569 -0.3505
C -2.1597 0.4256 0.4805
S -1.3352 0.6770 2.0666
H 0.1312 -1.2454 0.7803
H 0.1831 -1.7565 -0.9516
H 0.1930 0.9693 0.0395
H 2.2203 -0.1007 0.7884
H 2.4439 -0.6893 -0.9090
H 2.6051 1.6196 -1.5250
H 2.5785 2.0721 0.0173
H -2.1056 -1.6952 -0.0132
H -1.9047 -0.5993 -1.4283
H -3.2697 0.3249 0.6460
H -2.0180 1.3518 -0.1117
H -1.2626 -1.3443 2.1874
```

Properties
HOMO energy: -8.96 eV

Which structure loses on stability? a does.

a.
The molecule C4H5Cl. Source: OMol25; level of theory: wB97M-V/def2-TZVPD.

Structure (XYZ):
```
10
C4H5Cl wB97M-V/def2-TZVPD
C -0.9315 -0.3164 0.6503
C -0.0669 -1.1312 0.0084
C -0.3661 0.9080 0.1349
C 0.7243 -0.0062 -0.6036
Cl 2.3676 -0.0714 0.1568
H -1.6986 -0.4489 1.3894
H -0.0189 -2.1809 -0.1966
H -0.8020 1.4311 -0.7285
H -0.1233 1.7516 0.9523
H 0.9154 0.0644 -1.7634
```

Properties
SMILES string: Cl[C@H]1C=CC1
HOMO energy: -9.51 eV

b.
The molecule C4H5Cl. Source: OMol25; level of theory: wB97M-V/def2-TZVPD.

Structure (XYZ):
```
10
C4H5Cl wB97M-V/def2-TZVPD
C 0.4050 -0.2368 -0.1429
C -0.5246 0.7603 -0.0239
C -1.9998 0.5299 0.0927
C -2.4696 -0.7381 -0.0216
H 0.0224 -1.2761 -0.3252
H -0.2490 1.7214 0.1322
H -2.5180 1.4450 -0.1845
H -3.5453 -0.7804 -0.2611
H -2.0009 -1.4713 0.6916
Cl 2.1073 -0.0900 0.0307
```

Properties
SMILES string: C=C/C=C/Cl
HOMO energy: -8.73 eV

Which structure loses on stability? b does.

a.
A structure of composition C29H22AsBrN2O2STi. Source: OMol25; level of theory: wB97M-V/def2-TZVPD.

Structure (XYZ):
```
59
C29H22AsBrN2O2STi wB97M-V/def2-TZVPD
Ti -0.7185 -0.0100 -1.8111
S 1.0117 -1.3178 -2.7634
C 2.3334 -1.1012 -1.5751
C 3.6355 -0.9767 -2.0462
C 4.6856 -0.8080 -1.1542
C 4.4557 -0.7650 0.2129
C 3.1610 -0.9017 0.6969
C 2.1100 -1.0775 -0.1919
As 0.2577 -1.2182 0.2957
C -0.1115 -3.1030 0.1690
C 0.7960 -4.0193 0.6909
C 0.5431 -5.3775 0.5746
C -0.6108 -5.8191 -0.0606
C -1.5169 -4.9044 -0.5757
C -1.2672 -3.5431 -0.4619
C 0.0508 -0.8257 2.1689
C 0.5134 0.3906 2.6715
C 0.3025 0.7252 3.9992
C -0.3847 -0.1502 4.8307
C -0.8533 -1.3552 4.3324
C -0.6389 -1.6964 3.0031
H 3.8264 -1.0111 -3.1106
H 5.6927 -0.7108 -1.5370
H 5.2798 -0.6345 0.9010
H 2.9764 -0.8811 1.7647
H 1.7037 -3.6865 1.1821
H 1.2482 -6.0921 0.9772
H -0.8003 -6.8801 -0.1520
H -2.4183 -5.2454 -1.0668
H -1.9952 -2.8367 -0.8511
H 1.0564 1.0837 2.0379
H 0.6720 1.6663 4.3842
H -0.5531 0.1098 5.8670
H -1.3895 -2.0386 4.9768
H -1.0098 -2.6425 2.6286
C 2.3579 3.7084 -2.4877
C 1.4472 3.3139 -3.4587
C 0.5129 2.3526 -3.1354
N 0.4461 1.7994 -1.9146
C 1.3113 2.1993 -0.9755
C 2.2874 3.1448 -1.2241
H 3.1117 4.4494 -2.7163
H 1.4609 3.7339 -4.4535
H -0.2096 2.0089 -3.8670
H 1.2175 1.7394 -0.0006
H 2.9685 3.4248 -0.4341
Br -3.6213 4.5141 2.4839
C -3.9214 3.7623 0.7874
C -4.8147 4.3748 -0.0888
N -5.0759 3.9103 -1.3037
C -4.4350 2.8192 -1.7013
C -3.5325 2.1420 -0.8886
C -3.2735 2.6084 0.3946
C -2.8289 0.9503 -1.3879
O -2.5315 -0.0219 -0.6328
O -2.3406 0.9025 -2.5778
H -5.3347 5.2754 0.2154
H -4.6463 2.4581 -2.7009
H -2.5996 2.0835 1.0602
```

Properties
<S²>: 0.755
HOMO energy (alpha / beta): -11.17 / -11.18 eV
charge: +1
multiplicity: 2

b.
A structure of composition C29H22AsBrN2O2STi. Source: OMol25; level of theory: wB97M-V/def2-TZVPD.

Structure (XYZ):
```
59
C29H22AsBrN2O2STi wB97M-V/def2-TZVPD
Ti -1.4681 0.0600 -0.8789
S -2.8823 -1.2499 0.3550
C -1.5203 -2.4190 0.3196
C -1.7736 -3.7263 -0.1048
C -0.7525 -4.6560 -0.1290
C 0.5377 -4.2963 0.2502
C 0.8016 -3.0033 0.6630
C -0.2261 -2.0627 0.7226
As 0.1382 -0.2010 1.1566
C -0.5299 0.0635 2.9357
C -1.1773 -0.9418 3.6412
C -1.6646 -0.6801 4.9156
C -1.5057 0.5767 5.4808
C -0.8578 1.5815 4.7739
C -0.3737 1.3272 3.4986
C 2.0320 -0.1478 1.3529
C 2.8135 0.1233 0.2336
C 4.1970 0.1233 0.3399
C 4.7955 -0.1397 1.5644
C 4.0156 -0.4059 2.6812
C 2.6307 -0.4124 2.5803
H -2.7743 -4.0034 -0.4079
H -0.9594 -5.6687 -0.4484
H 1.3354 -5.0263 0.2242
H 1.8083 -2.7254 0.9480
H -1.3007 -1.9267 3.2087
H -2.1661 -1.4634 5.4682
H -1.8835 0.7739 6.4751
H -0.7249 2.5605 5.2152
H 0.1387 2.1178 2.9598
H 2.3504 0.3243 -0.7261
H 4.8057 0.3313 -0.5298
H 5.8740 -0.1357 1.6496
H 4.4850 -0.6104 3.6341
H 2.0314 -0.6221 3.4574
C -1.8322 4.6718 0.2958
C -2.5706 3.7497 1.0202
C -2.6019 2.4363 0.5937
N -1.9527 2.0343 -0.5095
C -1.2553 2.9329 -1.2186
C -1.1612 4.2588 -0.8448
H -1.7812 5.7038 0.6162
H -3.1118 4.0285 1.9127
H -3.1463 1.6773 1.1413
H -0.7609 2.5780 -2.1179
H -0.5824 4.9452 -1.4451
Br 3.1137 -0.7541 -6.6316
C 1.3507 -0.3826 -6.1140
C 0.4146 0.0026 -7.0711
N -0.8544 0.2816 -6.7889
C -1.2360 0.1839 -5.5194
C -0.3665 -0.1879 -4.5018
C 0.9598 -0.4846 -4.7965
C -0.8518 -0.2681 -3.1170
O -2.0497 0.0271 -2.8065
O -0.0629 -0.5803 -2.1538
H 0.7110 0.0861 -8.1100
H -2.2711 0.4078 -5.2936
H 1.6489 -0.7873 -4.0202
```

Properties
<S²>: 0.756
HOMO energy (alpha / beta): -11.22 / -11.38 eV
charge: +1
multiplicity: 2

Which structure loses on stability? a does.

a.
A cluster of 18 separate species, H36O18 in total. Source: OMol25; level of theory: wB97M-V/def2-TZVPD.

Structure (XYZ):
```
54
H36O18 wB97M-V/def2-TZVPD
O 0.0906 -3.8661 0.7997
H 0.2647 -4.8025 0.8118
H -0.4427 -3.6543 1.5623
O -1.4403 1.2997 1.4619
H -2.3328 1.5546 1.6856
H -1.5520 0.4877 0.9604
O -4.1996 2.1486 -0.5698
H -3.3318 2.4783 -0.3444
H -4.6597 2.0333 0.2968
O 1.7023 -2.6096 -0.8341
H 1.5007 -1.7325 -0.5151
H 2.2380 -2.5887 -1.6187
O -3.1374 -1.5395 -1.1157
H -2.5010 -1.4228 -0.4159
H -2.6366 -1.8223 -1.9001
O -0.0415 4.2471 2.9827
H -0.6022 4.6256 3.6537
H 0.3693 4.9647 2.4899
O -3.0838 -3.2251 -3.6925
H -3.4072 -2.7132 -4.4878
H -2.2003 -2.8190 -3.8187
O -2.9314 -0.9068 3.6670
H -3.1740 -1.5193 4.3747
H -3.3261 -0.0432 3.6552
O 1.6209 -1.9430 -5.4143
H 1.6789 -1.5707 -4.4734
H 2.5217 -1.6199 -5.5483
O 3.9734 -2.8105 -3.1378
H 3.7132 -3.6060 -2.5856
H 4.9164 -2.7825 -3.2833
O 1.9006 -1.9643 1.8355
H 1.2575 -2.6312 2.1148
H 2.7703 -2.0282 2.2227
O 0.9693 1.7151 1.3612
H 0.6190 2.5744 1.6441
H 1.3595 2.2812 0.6342
O -0.4540 0.3644 -1.2088
H -0.4684 -0.5992 -1.2736
H -0.1804 0.3612 -0.2632
O 0.0425 5.2010 0.1392
H 0.7998 5.6636 -0.2043
H -0.7718 5.0992 -0.3726
O 2.0505 0.6025 -0.7802
H 2.0806 -0.3001 -1.0755
H 1.9158 0.5695 0.1589
O 3.2549 2.4218 3.7122
H 2.5585 2.8933 3.2392
H 2.9147 1.5171 3.8442
O 1.2720 0.0947 4.3072
H 0.2957 0.1646 4.4645
H 1.3509 0.5586 3.4583
O -1.5457 0.1384 -4.4968
H -2.4582 0.3865 -4.2996
H -1.1236 0.6738 -3.8079
```

Properties
HOMO energy: -10.44 eV

b.
A cluster of 18 separate species, H36O18 in total. Source: OMol25; level of theory: wB97M-V/def2-TZVPD.

Structure (XYZ):
```
54
H36O18 wB97M-V/def2-TZVPD
O 2.3726 -0.0350 -2.0271
H 2.7176 -0.5283 -2.7755
H 1.8558 0.6103 -2.4560
O 3.0406 -2.8368 -1.1086
H 3.6604 -2.3236 -1.6488
H 2.9128 -2.3074 -0.2915
O 0.4278 -3.2385 1.3897
H 0.5816 -2.9226 0.4689
H -0.2449 -3.9429 1.2325
O -1.5946 -0.5867 -2.9352
H -2.0925 -0.8735 -2.1978
H -1.6277 -1.2941 -3.6148
O -2.3545 -2.9907 -1.3836
H -1.8217 -2.4303 -0.8362
H -1.7637 -3.6877 -1.6651
O 2.6658 -1.4017 0.9932
H 3.0734 -0.5147 0.9515
H 3.2163 -2.0517 1.4482
O -2.2657 2.9459 -0.5130
H -1.4204 3.1921 -0.8751
H -2.0011 2.7304 0.3775
O 0.1793 0.3935 0.2516
H 0.7324 -0.3419 0.1903
H -0.7178 0.1198 0.1972
O -3.4723 0.4555 -0.7662
H -3.1701 1.4033 -0.8443
H -3.2990 0.3523 0.1568
O -0.2092 1.6963 -2.5997
H -0.2383 1.7559 -3.5197
H -0.6317 0.8343 -2.4752
O 2.8733 1.3076 0.5582
H 3.4140 2.0022 0.1783
H 2.0231 1.4659 0.1202
O -0.6736 2.9828 1.9371
H -0.5808 3.7315 2.5233
H 0.0335 2.3480 2.1857
O 0.5393 -2.1959 -1.5076
H 0.3136 -1.9070 -2.3747
H 1.4919 -2.3278 -1.5453
O 1.2790 1.3482 2.7338
H 1.9993 1.7384 2.1726
H 1.6655 0.6966 3.2703
O 0.7531 3.1573 -0.5262
H 0.2542 2.8651 0.2963
H 0.3243 2.6632 -1.2272
O 0.1380 -1.0385 2.9596
H 0.3238 -0.2833 2.3962
H 0.4438 -1.7352 2.3477
O -3.0036 1.1829 2.1630
H -2.1366 1.5767 2.3357
H -3.5793 1.9637 1.9659
O -2.0720 -1.2533 0.9352
H -2.8796 -1.0754 1.3702
H -1.4552 -1.3950 1.6079
```

Properties
HOMO energy: -10.32 eV

Which structure loses on stability? a does.